Run a
C18H23N3O4 in the gas phase. Source: the OMol25 dataset; level of theory: ωB97M-V with the def2-TZVPD basis set.

Computed properties:
E_HOMO ... -8.3 eV
SMILES string ... COc1cccc(-c2cc(C(=O)NCCCN3CCOCC3)no2)c1
LUMO ... 0.238 eV
Multiplicity ... 1

CARTESIAN COORDINATES (ANGSTROEM)
C1 6.66346 1.82429 3.07407
O1 7.12980 0.98009 2.04812
C2 6.23258 0.46119 1.17053
C3 6.76400 -0.36609 0.17634
C4 5.93753 -0.94284 -0.76525
C5 4.57338 -0.71166 -0.73983
C6 4.03442 0.11026 0.24646
C7 2.60679 0.36122 0.28403
C8 1.81738 1.10323 1.13174
C9 0.51337 0.93808 0.61607
C10 -0.75173 1.50104 1.15956
O2 -0.81603 2.01655 2.25912
N1 -1.77762 1.39192 0.29636
C11 -3.14397 1.68527 0.64552
C12 -3.89449 0.43433 1.12367
C13 -3.62904 -0.77537 0.21587
N2 -3.68808 -0.40098 -1.18788
C14 -2.88189 -1.21864 -2.08070
C15 -3.53726 -2.57022 -2.39037
O3 -4.82696 -2.39133 -2.93901
C16 -5.65288 -1.65286 -2.06367
C17 -5.03446 -0.28847 -1.72749
N3 0.53466 0.15756 -0.44200
O4 1.81692 -0.20012 -0.65259
C18 4.86562 0.69713 1.20259
H1 7.54704 2.11282 3.64086
H2 5.96389 1.30395 3.73579
H3 6.18498 2.72174 2.66940
H4 7.82866 -0.53648 0.16951
H5 6.35977 -1.57957 -1.52772
H6 3.92229 -1.15946 -1.47341
H7 2.08781 1.68234 1.98746
H8 -1.62947 0.87239 -0.55592
H9 -3.12950 2.43356 1.44092
H10 -3.63722 2.09526 -0.23758
H11 -4.95985 0.66428 1.16095
H12 -3.57081 0.17798 2.13328
H13 -4.33321 -1.57750 0.48448
H14 -2.62055 -1.14501 0.41625
H15 -1.89081 -1.36885 -1.64845
H16 -2.77489 -0.66224 -3.01793
H17 -2.96393 -3.11879 -3.13914
H18 -3.60217 -3.17632 -1.47263
H19 -6.60590 -1.52736 -2.58006
H20 -5.82330 -2.22969 -1.14057
H21 -5.66823 0.24143 -1.01616
H22 -4.96814 0.30210 -2.64694
H23 4.42802 1.32985 1.95633

Mulliken population analysis, charges in e, atoms 1 to 2: -0.8032 -0.4509

=====

Run b
3 unconnected molecules or ions with the total composition C18H23N3O4. Source: the OMol25 dataset; level of theory: ωB97M-V with the def2-TZVPD basis set.

Computed properties:
E_HOMO ... -9.5 eV
SMILES string ... NC(=O)CC[C@@H]1OC(=O)OC1(N)N.c1ccccc1.c1ccccc1
LUMO ... 0.002 eV
Multiplicity ... 1

CARTESIAN COORDINATES (ANGSTROEM)
N1 3.97132 -1.29673 -0.15150
C1 3.44463 -2.50047 -0.92544
O1 4.21695 -3.55088 -1.23646
C2 1.84811 -2.51098 -1.42424
C3 0.94246 -3.20371 -0.24398
C4 -0.22264 -2.24286 0.39281
O2 -0.96159 -3.21448 1.26535
C5 -2.14386 -3.52411 0.43661
O3 -2.66538 -4.72729 0.07371
O4 -2.60836 -2.15635 0.02969
C6 -1.36512 -1.56824 -0.56888
N2 -1.29194 -0.05357 -0.50004
N3 -1.43436 -1.91564 -2.03938
H1 3.16905 -0.62039 -0.13535
H2 4.13617 -1.58316 0.85370
H3 1.83450 -3.25838 -2.35015
H4 1.47429 -1.44835 -1.75372
H5 0.49262 -4.25236 -0.56429
H6 1.69648 -3.44513 0.64841
H7 0.29407 -1.53019 1.18443
H8 -0.76036 0.34040 -1.33167
H9 -0.71030 0.22484 0.33079
H10 -1.49535 -2.94322 -2.21521
H11 -0.69221 -1.44959 -2.60599
C7 0.81612 1.81166 -3.38011
C8 2.03638 2.28618 -2.89990
C9 2.25364 3.65852 -2.78057
C10 1.25133 4.55750 -3.14586
C11 0.03441 4.08322 -3.63485
C12 -0.18429 2.71076 -3.75067
H12 0.64471 0.74216 -3.46664
H13 2.81849 1.58582 -2.61761
H14 3.20354 4.02788 -2.40306
H15 1.41932 5.62665 -3.05058
H16 -0.74473 4.78378 -3.92521
H17 -1.13352 2.34126 -4.12954
C13 -1.91271 0.34424 3.22246
C14 -1.88603 1.72821 3.05301
C15 -1.93391 2.56874 4.16476
C16 -2.01295 2.02500 5.44707
C17 -2.04902 0.64113 5.61604
C18 -1.99734 -0.19954 4.50451
H18 -1.86861 -0.31051 2.35639
H19 -1.82702 2.15212 2.05366
H20 -1.90965 3.64724 4.03249
H21 -2.04766 2.67952 6.31355
H22 -2.11661 0.21722 6.61498
H23 -2.02309 -1.27798 4.63649

Mulliken population analysis, charges in e, atoms 1 to 2: -0.5699 0.2872

=====

Pick the least stable structure from those above. Pick: run b